{"formula": "C39H111N15O12", "method": "ωB97M-V/def2-TZVPD", "symbols": ["C", "O", "C", "C", "C", "N", "H", "H", "H", "H", "H", "H", "H", "H", "H", "H", "H", "C", "O", "C", "C", "C", "N", "H", "H", "H", "H", "H", "H", "H", "H", "H", "H", "H", "C", "O", "C", "C", "C", "N", "H", "H", "H", "H", "H", "H", "H", "H", "H", "H", "H", "C", "O", "C", "C", "C", "N", "H", "H", "H", "H", "H", "H", "H", "H", "H", "H", "H", "C", "O", "C", "C", "C", "N", "H", "H", "H", "H", "H", "H", "H", "H", "H", "H", "H", "C", "O", "C", "C", "C", "N", "H", "H", "H", "H", "H", "H", "H", "H", "H", "H", "H", "C", "O", "C", "C", "C", "N", "H", "H", "H", "H", "H", "H", "H", "H", "H", "H", "H", "C", "O", "C", "C", "C", "N", "H", "H", "H", "H", "H", "H", "H", "H", "H", "H", "H", "C", "O", "C", "C", "C", "N", "H", "H", "H", "H", "H", "H", "H", "H", "H", "H", "H", "N", "C", "N", "O", "H", "H", "H", "H", "N", "C", "N", "O", "H", "H", "H", "H", "N", "C", "N", "O", "H", "H", "H", "H"], "xyz": [[-5.801959, 2.327899, 2.957460], [-6.038331, 2.356598, 1.561642], [-6.775448, 1.258149, 1.084180], [-5.985544, -0.035455, 1.002942], [-4.709731, 0.053768, 0.192148], [-6.780112, -1.192054, 0.506706], [-5.088159, 3.118964, 3.170123], [-5.241325, 1.419305, 3.226552], [-6.752482, 2.326610, 3.494227], [-7.588521, 1.068835, 1.802857], [-7.182553, 1.499441, 0.100764], [-5.650352, -0.434718, 1.970165], [-4.060057, 0.841107, 0.606930], [-4.891295, 0.298355, -0.858002], [-4.041798, -0.805523, 0.244647], [-7.360158, -1.580798, 1.240495], [-7.415590, -0.845132, -0.209565], [5.445592, -4.647805, 0.989723], [4.651403, -4.345777, 2.103280], [5.072476, -3.616966, 3.240385], [5.773012, -2.279883, 2.998664], [7.183640, -2.484275, 2.446407], [5.849745, -1.549686, 4.286627], [6.451202, -4.979685, 1.273364], [5.606256, -3.764111, 0.358079], [4.946105, -5.401292, 0.386338], [4.153930, -3.546963, 3.821808], [5.782854, -4.237316, 3.813996], [5.202527, -1.720881, 2.254848], [7.782220, -3.128537, 3.105596], [7.779910, -1.565699, 2.471262], [7.250463, -2.888909, 1.441334], [6.749385, -1.076885, 4.322809], [5.999657, -2.278559, 4.988521], [2.050813, -6.070165, 1.793579], [0.709863, -6.193973, 1.406406], [-0.132930, -6.870956, 2.332270], [-0.428721, -8.270307, 1.805896], [-1.336374, -9.060046, 2.766598], [0.784398, -9.091581, 1.580602], [2.716811, -6.227440, 0.944457], [2.360951, -6.621544, 2.687650], [2.307907, -5.054157, 2.133149], [0.197988, -6.807901, 3.373246], [-1.076436, -6.310104, 2.304875], [-0.960703, -8.190985, 0.856892], [-1.117039, -8.716402, 3.782461], [-1.353898, -10.128372, 2.596659], [-2.355168, -8.675369, 2.629826], [1.506764, -8.469410, 1.219348], [1.155907, -9.306204, 2.508087], [0.936443, 6.122146, -6.299421], [0.221890, 4.916872, -6.102505], [-0.775234, 4.976057, -5.121913], [-0.326981, 4.855913, -3.665939], [0.432863, 6.037028, -3.110409], [0.442685, 3.607233, -3.491707], [1.803021, 6.191934, -5.634038], [0.327015, 7.016410, -6.131284], [1.302746, 6.099438, -7.324839], [-1.483494, 5.805844, -5.299529], [-1.426517, 4.116296, -5.323602], [-1.233968, 4.710615, -3.066027], [-0.094875, 6.956479, -3.396015], [1.428715, 6.243729, -3.507235], [0.521021, 5.971129, -2.029186], [-0.183832, 2.815125, -3.562601], [1.162529, 3.556329, -4.206762], [2.857393, -2.251472, 0.658360], [2.346411, -1.236588, -0.204229], [1.174862, -0.641063, 0.344351], [0.857813, 0.686671, -0.322285], [-0.416812, 1.325869, 0.184754], [0.872914, 0.555048, -1.775305], [3.245688, -1.724586, 1.531410], [3.637984, -2.760106, 0.100416], [2.116456, -3.001380, 0.953370], [0.342608, -1.322776, 0.088621], [1.246647, -0.554091, 1.432622], [1.691676, 1.331443, 0.002908], [-0.424958, 2.358867, -0.175115], [-0.335825, 1.456414, 1.269199], [-1.326087, 0.781403, -0.067662], [1.695090, 0.022619, -2.059642], [1.207801, 1.452124, -2.143319], [-1.568153, 3.534555, 3.163874], [-1.550674, 4.755986, 2.494816], [-2.660697, 4.921214, 1.635504], [-2.456026, 6.202854, 0.857440], [-1.067334, 6.305499, 0.245006], [-2.749933, 7.295815, 1.805451], [-2.493787, 3.397100, 3.741740], [-0.672027, 3.310696, 3.734064], [-1.628751, 2.698598, 2.439325], [-2.718105, 4.086856, 0.915462], [-3.556911, 4.889554, 2.265854], [-3.178441, 6.239181, 0.033373], [-0.306454, 6.372571, 1.024487], [-0.997144, 7.194668, -0.378838], [-0.867296, 5.374704, -0.296915], [-2.478461, 8.195052, 1.420461], [-2.152731, 7.160585, 2.616479], [2.562525, 4.890027, 0.662814], [3.819611, 4.882176, -0.016898], [4.037652, 3.718756, -0.786692], [4.839282, 2.601803, -0.111495], [4.227823, 2.234229, 1.245919], [6.222758, 3.048541, 0.164297], [2.326912, 5.952607, 0.750036], [2.752376, 4.526031, 1.674992], [1.747024, 4.370083, 0.161211], [3.084921, 3.336867, -1.181789], [4.587467, 4.000641, -1.694542], [4.787730, 1.695578, -0.718485], [4.646740, 1.280770, 1.582740], [3.157950, 2.010985, 1.249067], [4.449285, 3.023571, 1.964254], [6.104748, 3.913979, 0.690841], [6.597069, 3.371390, -0.726965], [3.925771, -4.585572, -5.873867], [3.408833, -3.903842, -4.752088], [2.189947, -4.435401, -4.271097], [2.056395, -4.052541, -2.814025], [1.073861, -5.010918, -2.100812], [1.599272, -2.661110, -2.617167], [4.906539, -4.149761, -6.065125], [3.314089, -4.408130, -6.765373], [4.051019, -5.657323, -5.689983], [1.312933, -4.012165, -4.787136], [2.155266, -5.522072, -4.402410], [3.000619, -4.187948, -2.277815], [0.186144, -5.159672, -2.725484], [0.769533, -4.686716, -1.109005], [1.527834, -6.007803, -2.029642], [1.758158, -2.340637, -1.655867], [0.596424, -2.662301, -2.818698], [-2.672285, -0.162048, 3.033323], [-3.378465, 0.208887, 4.190824], [-4.032414, -0.862781, 4.816290], [-5.136342, -0.295872, 5.713755], [-4.524686, 0.433845, 6.909701], [-6.037473, -1.327199, 6.267542], [-1.804756, -0.768052, 3.349913], [-2.245582, 0.705935, 2.540074], [-3.201964, -0.816010, 2.331829], [-4.595076, -1.460935, 4.081400], [-3.364237, -1.502440, 5.404649], [-5.770462, 0.415319, 5.181479], [-4.058623, -0.252276, 7.620039], [-5.303894, 1.009686, 7.410851], [-3.766089, 1.142859, 6.574967], [-6.203602, -2.097020, 5.624596], [-5.522146, -1.746833, 7.037955], [3.370588, -0.769052, -4.127078], [2.774185, -0.100995, -5.164712], [1.538889, -0.578025, -5.507288], [3.291552, 0.874467, -5.700411], [4.320576, -0.538311, -3.909800], [2.904747, -1.589707, -3.719787], [1.193262, -1.383451, -5.017313], [1.050527, -0.050695, -6.203912], [-4.269630, 3.998258, -3.559462], [-3.847995, 2.904112, -2.851842], [-3.736932, 3.069519, -1.501024], [-3.602275, 1.836922, -3.406086], [-4.545029, 3.876808, -4.515384], [-4.450905, 4.871109, -3.100149], [-3.423926, 2.243541, -1.023119], [-4.180894, 3.871044, -1.094966], [-1.680374, -0.129691, -2.870860], [-2.275408, -1.354425, -2.983681], [-3.653469, -1.253274, -3.078774], [-1.705166, -2.450872, -2.974254], [-0.757101, 0.016068, -2.458344], [-2.365987, 0.592696, -3.081851], [-4.114600, -0.375714, -2.927844], [-4.088914, -2.129187, -2.847299]], "forces_ev_per_a": [[0.719, -1.118, -0.540], [0.208, 0.483, -0.563], [-0.044, -0.403, 1.079], [0.798, -2.145, 0.060], [0.863, 1.042, -0.139], [-0.254, 0.897, -0.325], [-0.539, 0.458, 0.247], [-0.289, 0.052, 0.033], [0.100, 0.436, 0.283], [-0.295, 0.050, -0.357], [0.024, 0.150, 0.007], [-0.200, 0.764, 0.320], [-0.358, 0.214, -0.107], [-0.077, -0.086, 0.013], [-0.592, -0.458, -0.108], [-0.031, 0.111, 0.028], [-0.001, -0.319, -0.073], [0.972, 0.758, 0.115], [-1.081, -0.122, -0.127], [0.752, -0.631, -0.263], [0.452, 0.054, -0.214], [0.863, -0.028, 0.340], [0.116, -0.777, 0.005], [-0.119, -0.315, 0.031], [-0.127, -0.054, -0.052], [-0.108, -0.107, 0.198], [0.082, 0.431, 0.112], [-0.058, -0.002, 0.069], [-0.082, 0.240, 0.213], [-0.359, -0.282, -0.035], [-0.438, 0.251, -0.264], [-0.118, 0.057, -0.049], [-0.209, 0.353, -0.192], [-0.325, 0.179, 0.133], [0.877, 1.334, 0.610], [0.133, -0.246, 0.528], [-1.100, 0.479, -0.980], [0.221, -1.415, 0.506], [-0.738, 1.918, -0.112], [0.290, 0.793, 0.460], [-0.065, -0.451, 0.013], [-0.241, -0.751, -0.397], [-0.446, 0.147, -0.309], [0.465, -0.308, -0.098], [-0.021, -0.054, 0.112], [0.250, 0.223, -0.137], [0.286, -0.814, 0.195], [0.319, -0.095, 0.167], [-0.040, -0.279, -0.092], [-0.124, -0.179, -0.410], [-0.140, -0.288, -0.078], [0.393, -0.096, -0.007], [0.126, 0.357, 0.132], [-1.397, -0.356, -0.142], [0.559, -0.917, -0.237], [-0.049, 1.034, -0.229], [0.051, 0.474, 0.525], [-0.025, -0.045, -0.042], [-0.172, -0.113, -0.119], [-0.041, 0.131, -0.001], [0.521, 0.403, 0.165], [0.273, -0.202, 0.089], [-0.057, 0.254, -0.085], [-0.224, -0.032, 0.414], [0.088, -0.715, -0.093], [-0.025, 0.046, 0.014], [0.162, -0.138, -0.304], [-0.140, -0.258, -0.033], [0.034, 0.573, -0.310], [-0.171, 0.288, 0.434], [-1.022, -0.850, -0.849], [1.415, 0.057, 0.559], [0.494, 0.478, 0.506], [1.039, 0.611, -0.384], [0.151, -0.464, 0.228], [0.164, 0.067, 0.141], [-0.181, 0.165, -0.045], [-0.058, -0.027, 0.395], [0.058, 0.164, -0.008], [-0.181, 0.154, -0.127], [-0.414, -0.113, -0.343], [-0.123, -0.314, 0.001], [0.002, 0.011, -0.134], [-0.196, -0.735, 0.169], [-0.827, 0.196, -0.020], [-0.934, -1.453, -0.724], [0.663, 0.246, 0.107], [0.356, -0.735, -0.223], [-0.283, 0.812, 0.766], [0.046, -0.587, 0.381], [0.027, 0.118, -0.231], [0.271, 0.253, 0.430], [0.046, 0.687, 0.268], [0.081, 0.310, -0.079], [0.114, -0.107, 0.196], [-0.243, 0.365, -0.365], [-0.177, -0.005, 0.204], [-0.087, 0.044, 0.025], [0.032, -0.160, -0.247], [0.140, 0.291, -0.363], [-0.063, -0.045, -0.081], [-0.056, -0.018, 0.017], [1.090, 1.033, 0.622], [-0.356, -0.562, -0.330], [-0.077, -0.569, -1.148], [-0.667, 0.576, 1.187], [0.096, -0.743, 0.068], [-0.426, -0.065, -0.583], [-0.332, -0.081, 0.013], [-0.560, -0.256, 0.009], [0.165, -0.202, -0.157], [-0.080, -0.050, 0.252], [0.065, 0.256, 0.168], [0.383, 0.205, -0.350], [0.397, 0.298, 0.187], [-0.047, 0.498, -0.303], [-0.096, -0.133, 0.156], [0.164, -0.105, 0.124], [0.240, -0.156, 0.091], [0.168, 0.573, -0.115], [-0.085, -0.342, -0.087], [0.082, 0.510, 0.270], [-0.948, -0.336, 1.872], [0.236, -0.754, -0.943], [0.185, -0.397, -0.781], [0.004, -0.066, -0.013], [-0.087, -0.206, 0.022], [-0.153, -0.026, 0.013], [0.150, -0.059, -0.243], [0.105, -0.038, 0.103], [0.276, 0.231, -0.438], [-0.151, 0.243, 0.203], [0.080, 0.145, 0.004], [-0.029, 0.070, 0.198], [-0.164, -0.199, -0.580], [0.002, 0.340, 0.255], [1.393, -1.030, 0.508], [-0.213, 0.285, -0.403], [-1.491, 0.190, -0.104], [0.117, -0.152, 1.103], [-0.207, 0.579, -0.343], [0.704, -0.193, 0.071], [0.018, 0.049, -0.131], [-0.423, 0.185, -0.023], [-0.452, 0.385, 0.101], [0.529, -0.221, -0.197], [0.143, -0.021, -0.133], [0.277, -0.053, -0.369], [-0.044, -0.084, -0.044], [0.067, -0.119, 0.199], [0.025, -0.045, -0.016], [-0.075, 0.212, -0.194], [-0.302, -0.117, 0.080], [-0.651, -0.185, -0.071], [0.543, 0.306, 0.453], [0.746, 0.095, 0.184], [-0.212, -0.132, -0.115], [0.031, -0.010, -0.092], [0.368, 0.398, -0.012], [-0.484, 0.093, -0.181], [-0.320, -0.233, 0.017], [0.174, -0.112, 0.423], [-0.348, -0.004, -0.204], [0.211, 0.167, -1.243], [-0.219, 0.307, -0.050], [0.075, -0.059, -0.051], [-0.073, 0.050, -0.106], [-0.220, 0.215, 0.547], [0.080, -0.271, 0.660], [-1.044, -0.791, -0.464], [0.467, 0.265, 0.513], [0.527, -1.037, -0.324], [-0.181, 0.583, 0.133], [0.084, 0.024, -0.442], [0.947, 0.432, 0.423], [-0.078, -0.019, 0.109], [-0.441, 0.189, -0.153]], "lowdin_charge": [-0.083, -0.196, -0.204, -0.430, -0.075, 0.042, 0.079, 0.060, 0.096, 0.126, 0.132, 0.120, 0.059, 0.067, 0.077, 0.066, 0.068, -0.116, -0.221, -0.189, -0.425, -0.072, 0.040, 0.092, 0.076, 0.084, 0.130, 0.128, 0.111, 0.087, 0.079, 0.057, 0.062, 0.068, -0.136, -0.186, -0.203, -0.427, -0.068, 0.041, 0.081, 0.093, 0.063, 0.125, 0.128, 0.134, 0.072, 0.075, 0.075, 0.049, 0.072, -0.104, -0.168, -0.235, -0.420, -0.066, 0.058, 0.077, 0.090, 0.089, 0.123, 0.119, 0.120, 0.084, 0.070, 0.045, 0.062, 0.082, -0.076, -0.229, -0.187, -0.425, -0.049, 0.066, 0.083, 0.081, 0.093, 0.139, 0.130, 0.111, 0.077, 0.061, 0.070, 0.063, 0.072, -0.108, -0.184, -0.212, -0.424, -0.066, 0.039, 0.090, 0.099, 0.048, 0.108, 0.123, 0.128, 0.074, 0.080, 0.068, 0.068, 0.071, -0.096, -0.177, -0.221, -0.412, -0.068, 0.035, 0.084, 0.077, 0.078, 0.108, 0.123, 0.135, 0.071, 0.055, 0.076, 0.068, 0.068, -0.109, -0.195, -0.211, -0.405, -0.059, 0.060, 0.087, 0.090, 0.085, 0.134, 0.123, 0.133, 0.082, 0.066, 0.075, 0.046, 0.057, -0.102, -0.194, -0.217, -0.434, -0.061, 0.035, 0.099, 0.055, 0.077, 0.118, 0.136, 0.119, 0.079, 0.080, 0.076, 0.065, 0.062, 0.146, -0.692, 0.165, -0.014, 0.095, 0.042, 0.072, 0.098, 0.168, -0.640, 0.191, -0.001, 0.109, 0.096, 0.076, 0.095, 0.158, -0.654, 0.143, -0.019, 0.037, 0.031, 0.050, 0.097], "energy_ev": -89162.512, "charge": 0, "spin_multiplicity": 1, "orbital_gap_ev": 8.8402, "largest_force_ev_per_a": 2.289, "smiles": "COC[C@H](C)N.COC[C@H](C)N.COC[C@H](C)N.COC[C@H](C)N.COC[C@H](C)N.COC[C@H](C)N.COC[C@H](C)N.COC[C@H](C)N.COC[C@H](C)N.NC(N)=O.NC(N)=O.NC(N)=O"}